151
Properties=species:S:1:pos:R:3:lowdin_charge:R:1 method="wB97M-V/def2-TZVPD" e_homo_ev=-8.1 mol_weight_g_mol=956.7 e_tot_ev=-94647.157 orbital_gap_ha=0.2339
H 3.46 8.08 8.45 0.0713
C -3.57 -5.75 1.86 -0.0597
C -2.17 -10.93 -4.80 -0.2695
C -0.79 0.44 4.42 -0.0002
C -0.56 -2.24 3.55 0.0157
C 1.69 5.79 -1.45 -0.0866
H 1.13 7.23 8.48 0.0942
H 1.78 6.60 -2.19 0.0706
H 2.66 2.88 -4.40 0.1043
H 3.45 1.15 -0.65 0.0883
H 3.70 5.14 -1.13 0.1015
C 0.66 5.70 -8.52 -0.2464
H 0.11 -12.32 -5.64 0.0680
H 0.93 -9.83 -4.03 0.1103
O 3.39 -1.86 -1.44 -0.0344
H 0.02 6.31 -9.16 0.1011
O 1.46 -3.79 2.78 -0.0151
C 0.20 -10.36 -4.66 -0.2565
C -6.21 -6.58 1.85 -0.5649
H -3.75 -9.71 -3.94 0.0736
C -0.89 -12.48 -2.44 -0.0885
H 5.06 6.85 -4.19 0.0723
C 1.40 -0.75 1.20 -0.1447
H -4.77 -6.56 3.75 0.1493
H 1.64 -11.47 -5.83 0.0728
H 0.94 4.66 -12.41 0.0716
H 0.35 -1.25 0.94 0.1457
C -1.35 3.08 3.82 -0.0707
H -1.29 4.35 8.05 0.0637
C 0.09 7.03 11.19 -0.0913
H -0.18 -4.72 -3.26 0.1164
H -1.16 -12.77 -1.41 0.0747
H 2.27 6.07 7.82 0.1167
C 4.13 0.26 -0.24 -0.0247
H 2.80 2.91 -8.50 0.0696
C 1.19 5.98 11.05 -0.2495
C 1.95 6.55 8.75 -0.2689
H -4.10 -6.92 -0.24 0.1037
C 0.07 -0.72 3.61 -0.0300
H 2.24 -1.33 3.26 0.1344
N 1.93 5.47 -9.21 -0.1891
H -0.18 3.70 -8.85 0.0705
F 0.50 4.63 3.10 0.0070
C 3.05 5.08 -8.35 -0.2504
H 1.46 0.25 0.60 0.1273
H 3.99 6.75 9.49 0.0793
H 2.84 4.68 -10.92 0.1177
C -0.93 -4.47 1.89 -0.0071
H 3.14 5.81 -7.53 0.1071
C -1.02 -10.97 -2.60 -0.2551
N 3.13 4.29 -2.94 -0.1868
H -1.17 4.77 -7.86 0.0752
H -6.19 2.38 4.70 0.0878
H 0.83 6.34 -7.64 0.1124
H -2.51 -6.82 -2.35 0.1102
H 1.11 6.29 -11.73 0.0794
C -0.73 4.63 3.93 -0.2278
C 0.88 5.24 -11.49 -0.0930
H -5.09 0.19 5.36 0.1245
C 3.14 7.39 9.24 -0.0931
H 0.89 4.78 -4.55 0.0636
H -1.44 5.28 9.53 0.0554
C -3.57 -10.76 -4.19 -0.0908
O -6.07 -7.82 1.34 -0.0761
O 2.48 -1.71 0.81 -0.1225
C -2.23 0.05 5.14 -0.0912
C 2.79 4.74 -1.59 -0.2514
H 5.60 5.52 -3.14 0.0801
C 1.51 -0.48 2.85 -0.1143
H 0.16 4.05 -3.11 0.0557
H 4.02 3.44 -7.34 0.0730
C 0.83 -11.68 -5.13 -0.0930
H 0.32 3.12 -4.59 0.0725
H -4.00 0.77 3.92 0.1325
C -0.79 5.09 8.67 -0.0968
C -0.25 2.02 4.48 -0.1295
H 3.97 5.19 -8.93 0.1097
H 0.15 7.49 12.18 0.0729
H 2.74 6.00 -4.15 0.0947
N -1.08 -10.43 -3.96 -0.1940
H 0.09 2.32 5.56 0.1265
C 3.03 3.68 -7.76 -0.0923
Cl -7.75 -5.52 1.55 0.5222
O -3.15 -4.85 5.16 -0.0364
C -2.60 -4.19 4.13 -0.1920
H 4.48 6.77 -2.53 0.0635
H 0.93 5.11 11.67 0.1143
C -4.96 -5.98 2.73 -0.1387
H -0.60 -7.15 -1.97 0.1135
H -0.16 5.19 -11.14 0.0627
H 1.60 3.64 -10.25 0.0939
C -1.50 -6.40 -1.92 -0.1499
H 3.88 4.84 -4.82 0.1084
H -3.04 -4.24 -2.28 0.0291
H -4.59 3.04 3.95 0.0795
C 0.15 -3.52 2.74 -0.1881
H 0.07 -9.72 -5.54 0.1083
H 5.04 0.14 -0.97 0.1002
C -0.14 4.48 -8.08 -0.0858
C 3.56 5.32 -3.89 -0.2674
H -5.30 -4.88 3.07 0.1201
C -1.21 -4.97 -2.73 -0.1822
H 0.17 7.83 10.45 0.0688
O -3.09 1.05 5.86 -0.1736
C 1.85 4.69 -10.45 -0.2691
H -1.55 -13.04 -3.11 0.0699
H 1.05 4.11 8.23 0.1037
H 2.04 0.53 3.11 0.1081
H 2.03 2.50 -2.83 0.1051
H 4.52 0.50 0.86 0.1017
F -0.47 4.84 5.39 -0.0032
H -3.91 -1.70 5.60 0.1129
H 0.72 2.13 3.79 0.1041
N 1.52 5.52 9.69 -0.1902
H 1.76 6.26 -0.46 0.0732
H 0.14 -12.82 -2.60 0.0553
H 2.88 8.00 10.11 0.0627
C -2.88 -1.49 5.09 0.0744
H -4.33 -11.07 -4.91 0.0727
H -3.70 -11.36 -3.29 0.0642
C 3.30 -1.17 -0.28 -0.2859
C -0.65 -5.03 0.37 0.0584
N -2.17 -3.95 -2.79 0.0289
C -1.86 -5.92 -0.36 -0.1209
H 0.70 5.35 -1.53 0.0546
C 4.74 6.16 -3.40 -0.0883
H -0.91 6.58 11.11 0.0540
H -2.17 -10.37 -5.75 0.1179
C -3.29 -6.30 0.35 0.0419
C -4.33 1.05 5.03 -0.2529
H 0.37 -4.77 -0.14 0.1182
H -2.36 3.13 4.46 0.1097
C -2.40 -4.85 2.61 0.0133
H 0.42 3.73 9.81 0.1129
C -2.02 -2.63 4.28 -0.0049
C -5.05 2.53 4.93 -0.0996
H -1.68 2.79 2.74 0.1409
H -4.81 3.24 5.82 0.0920
H 0.26 4.04 -7.17 0.0401
H 2.54 3.88 -0.97 0.1035
H 2.32 3.59 -6.94 0.0416
H -1.92 -10.65 -2.06 0.0994
H -0.20 -10.49 -2.05 0.1120
H -0.71 6.01 8.09 0.0656
H 1.26 -12.23 -4.30 0.0552
C 2.18 3.33 -3.53 -0.2484
C 0.82 3.86 -3.96 -0.0933
H -2.04 -11.99 -5.06 0.0942
H 2.10 6.38 11.51 0.1008
C 0.58 4.57 9.11 -0.2504
F -1.80 5.53 3.44 0.0048

---

169
Properties=species:S:1:pos:R:3:lowdin_charge:R:1 method="wB97M-V/def2-TZVPD" e_homo_ev=-10.4 charge=+1 mol_weight_g_mol=1167.4 e_tot_ev=-119464.259 orbital_gap_ha=0.2309
C -3.23 -5.32 -6.41 -0.0702
C 2.22 7.31 -4.35 -0.0186
H 5.52 3.75 -0.92 0.0986
H 0.18 8.26 7.42 0.0723
H 4.55 4.59 0.88 0.1053
H 2.94 7.63 -3.61 0.0832
H 1.85 -1.35 3.81 0.0879
C -0.57 2.58 -1.16 -0.1357
H -2.36 3.07 -0.06 0.1142
H 1.48 -7.96 6.46 0.0838
H -5.57 -9.00 -3.84 0.0748
H 4.04 1.21 -1.53 0.0937
H 1.78 -8.31 8.17 0.0717
O 4.09 7.46 -5.83 0.0385
H -6.99 -5.41 0.93 0.0881
H -7.09 -8.16 -4.17 0.0618
C -5.63 -3.86 0.33 -0.5458
C -4.94 -5.81 -1.13 -0.0576
H -7.64 0.50 -0.25 0.1076
H 1.91 -1.69 6.09 0.0749
H -9.01 -11.04 -2.87 0.1380
H 6.58 2.45 -1.41 0.1146
H -5.41 -5.46 1.74 0.0853
H 0.21 7.14 -7.46 0.0841
H -3.78 -6.82 -5.01 0.1420
H 3.53 7.56 1.38 0.1198
H -2.15 1.39 -0.38 0.0988
C 4.06 -4.61 -0.84 -0.0974
C 1.20 8.63 5.16 -0.0014
C 1.45 -5.72 8.78 -0.5475
H -3.08 -6.00 -7.25 0.0866
F -1.68 4.01 2.95 0.2013
H -3.78 -0.04 -2.02 0.0875
F 0.22 3.59 2.03 0.1795
C -6.59 -9.13 -4.18 -0.0214
C 2.81 -0.85 3.91 -0.0020
H -3.88 -6.05 -1.25 0.0858
H 0.30 6.58 -5.79 0.0679
H 0.70 -6.07 10.73 0.0833
H 5.61 -2.25 -0.39 0.1189
H 2.18 -3.38 6.53 0.0565
H -3.68 -4.40 -6.78 0.0715
C 2.66 -2.41 6.41 -0.0578
H 1.24 7.98 8.80 0.0867
H 5.61 7.29 2.26 0.0717
H 2.90 -2.15 0.97 0.1157
N 1.91 -6.28 7.63 0.0054
O -1.40 4.62 0.90 0.0335
C 3.73 -2.72 0.54 -0.2501
H -7.23 2.96 -0.12 0.1035
H -4.72 -3.72 -1.43 0.1298
H -1.24 5.44 -0.94 0.1591
H 3.06 -2.10 7.37 0.0922
O -5.90 -6.18 -4.13 -0.0013
C 5.50 1.93 0.34 -0.1998
C -0.57 4.96 -0.22 -0.0503
O -5.66 -2.64 0.48 0.0090
C 1.04 -6.66 9.89 -0.0100
H 4.24 -3.22 1.36 0.1156
H -5.10 3.90 -0.95 0.1108
O 3.37 5.28 -0.65 0.0439
H 6.03 2.44 1.14 0.1157
H 3.39 2.73 -3.64 0.1276
C -6.19 -4.80 1.36 -0.0080
H 3.08 3.68 0.68 0.1187
C 2.08 -7.69 7.33 -0.0725
H 3.13 -7.90 7.10 0.0840
C 1.43 3.91 -1.34 0.0328
H 2.73 -0.07 4.66 0.0880
C 4.69 -1.74 -0.14 -0.1788
H 2.66 6.76 -7.62 0.1395
C 0.84 7.54 7.89 -0.0673
C 2.16 7.63 5.74 -0.5350
C 2.09 2.88 -2.03 -0.0380
F 0.41 -1.39 -4.85 0.1598
H 2.16 -5.61 6.93 0.1177
N 5.09 6.43 2.33 0.0191
N -8.60 -10.39 -3.53 0.0034
H 2.61 6.52 7.32 0.1417
O 1.31 0.57 -4.31 0.0349
H -5.99 -4.32 -6.61 0.0876
H 4.44 1.89 0.60 0.0788
H -5.18 -3.41 -5.31 0.0824
H -2.62 1.96 -2.89 0.0882
H 1.82 6.35 -4.05 0.0588
C 4.55 2.06 -1.97 -0.1589
H 2.65 4.90 2.60 0.1245
N 3.74 -2.51 5.44 0.0169
H 0.19 8.21 5.10 0.0845
C 2.17 5.23 -1.20 -0.4739
C -5.29 -5.53 -4.97 -0.5302
H 1.83 -0.39 -2.50 0.1222
C 5.94 0.46 0.18 -0.1826
H 0.60 5.45 -7.12 0.0796
H 3.96 -0.07 0.95 0.0895
C 2.86 5.53 1.73 -0.1565
C -4.56 0.61 -1.62 -0.0421
C -4.32 1.98 -1.56 -0.2506
H -5.46 -6.00 -2.06 0.0533
H 1.88 5.87 1.38 0.0913
O -6.73 -10.60 -2.30 0.0258
H 5.16 6.19 3.32 0.0699
O 1.36 -4.51 8.90 0.0275
C -6.48 2.30 -0.56 -0.0708
H 6.91 0.34 0.66 0.1168
H 6.08 0.21 -0.87 0.1011
C -2.00 2.38 -0.80 -0.1216
H -2.26 -5.09 -5.97 0.0820
H 1.41 8.04 -4.39 0.0920
C -2.98 2.50 -2.02 -0.1262
H -0.93 -0.33 -0.92 -0.0470
H -8.87 -9.20 -5.23 0.0702
H 0.13 5.73 0.07 0.1180
S -0.73 0.08 -2.18 1.0431
C 1.44 -0.57 -5.03 -0.7432
C 4.93 -0.54 0.77 -0.2078
C -0.79 4.47 2.09 -0.7344
C 3.66 6.77 2.11 -0.2588
H 5.11 1.67 -2.82 0.1201
C -7.29 -10.10 -3.26 -0.5510
H 4.98 -4.59 -0.25 0.0864
H 1.52 8.89 4.15 0.0794
N 0.08 1.58 -1.81 -0.2199
C -5.28 2.83 -1.03 -0.0400
F 1.49 -0.25 -6.31 0.2008
N 2.15 6.81 -6.75 0.0039
C 0.74 6.48 -6.78 -0.0814
H -3.07 3.57 -2.22 0.1173
C -5.76 0.09 -1.15 -0.0656
F 2.54 -1.25 -4.72 0.1857
H 3.06 -0.39 2.96 0.0532
N 1.92 7.18 6.99 0.0129
H -6.81 -4.05 -5.06 0.0852
H -5.91 -0.98 -1.18 0.0773
H 3.84 4.04 -2.60 0.1229
C -6.73 0.94 -0.61 -0.0627
C 2.90 7.21 -5.69 -0.5506
H 4.18 -1.44 -1.06 0.1076
C 5.59 2.67 -1.01 -0.1783
C 1.37 1.71 -2.25 -0.1183
O 3.14 -3.64 -0.36 -0.1962
H -6.59 -4.22 2.18 0.0820
F -0.32 5.62 2.55 0.1844
H 4.49 -3.15 5.63 0.1415
H 0.24 -7.32 9.57 0.0857
H -6.57 -9.52 -5.20 0.0873
C -5.85 -4.24 -5.53 -0.0027
H -5.35 -6.45 -0.35 0.0775
H -9.78 -10.72 -5.22 0.0823
H 1.90 -7.26 10.22 0.0859
H 0.26 6.65 8.15 0.0849
N -4.09 -5.95 -5.43 0.0170
C 3.49 4.69 0.66 -0.1552
O 1.66 6.19 -1.68 0.1741
O 4.87 -2.04 3.56 0.0134
H 1.18 9.54 5.76 0.0888
H 4.30 -4.39 -1.88 0.0847
C 3.89 -1.84 4.27 -0.5328
H 3.01 0.69 -3.18 0.1086
C 0.11 3.79 -0.90 -0.0153
O 3.13 7.23 5.11 0.0078
C 3.49 3.02 -2.60 -0.0841
H 3.63 -5.61 -0.75 0.0840
H 3.25 7.13 3.05 0.0670
H 5.28 -0.93 1.73 0.0916
H -10.29 -9.36 -4.20 0.0820
C -9.42 -9.89 -4.61 -0.0787
N -5.07 -4.40 -0.78 0.0158
C 1.95 0.56 -3.02 -0.1366